(1)
Density functional theory data (ωB97M-V/def2-TZVPD) for a cluster of 7 separate species, C34H69F6NO16 in total at a distorted geometry.

Geometry (Å):
C1 -6.432 2.448 -4.587
C2 -5.892 1.993 -3.229
O1 -4.852 2.911 -2.891
C3 -3.939 2.629 -1.993
O2 -3.838 1.534 -1.412
C4 -3.059 3.928 -1.759
F1 -3.074 4.689 -2.858
F2 -3.594 4.541 -0.726
F3 -1.765 3.637 -1.472
H1 -5.640 2.569 -5.326
H2 -7.085 3.320 -4.542
H3 -6.991 1.666 -5.099
H4 -5.515 0.975 -3.325
H5 -6.690 1.950 -2.488
C5 0.775 0.881 5.627
C6 0.206 0.768 4.222
O3 -0.605 1.889 3.931
C7 -0.744 2.415 2.673
O4 -0.097 2.016 1.704
C8 -1.672 3.630 2.612
F4 -1.123 4.599 3.313
F5 -1.789 3.961 1.358
F6 -2.806 3.254 3.224
H6 1.646 0.261 5.840
H7 0.007 0.528 6.315
H8 1.081 1.916 5.775
H9 -0.296 -0.180 4.030
H10 1.077 0.643 3.578
C9 -2.023 -3.178 -8.478
O5 -1.271 -4.081 -7.685
C10 0.000 -3.894 -7.590
C11 0.251 -2.507 -6.932
O6 -0.259 -2.502 -5.596
C12 0.259 -1.511 -4.709
C13 -0.139 -0.086 -5.102
O7 -1.390 0.491 -4.759
C14 -2.501 -0.366 -4.824
H11 -3.003 -3.624 -8.648
H12 -1.553 -3.036 -9.451
H13 -2.380 -2.286 -7.964
H14 0.406 -3.951 -8.600
H15 0.485 -4.731 -7.087
H16 -0.207 -1.712 -7.520
H17 1.329 -2.345 -6.917
H18 1.311 -1.622 -4.448
H19 -0.254 -1.865 -3.815
H20 -0.020 0.025 -6.180
H21 0.432 0.586 -4.461
H22 -3.375 0.286 -4.815
H23 -2.491 -0.953 -3.906
H24 -2.550 -1.027 -5.689
C15 9.234 5.481 3.215
O8 7.872 5.934 3.244
C16 6.868 5.161 2.619
C17 6.856 3.620 2.932
O9 7.674 2.814 1.989
C18 7.387 2.794 0.562
C19 5.911 2.634 0.083
O10 5.476 1.476 0.665
C20 4.268 0.991 0.108
H25 9.846 6.323 3.539
H26 9.553 5.117 2.238
H27 9.412 4.729 3.983
H28 6.936 5.427 1.564
H29 5.925 5.587 2.961
H30 5.856 3.186 2.926
H31 7.339 3.521 3.904
H32 7.968 1.952 0.186
H33 7.782 3.659 0.029
H34 5.823 2.501 -0.996
H35 5.291 3.505 0.294
H36 3.400 1.646 0.170
H37 4.060 0.088 0.683
H38 4.338 0.778 -0.959
C21 2.552 -3.721 1.477
O11 1.303 -3.993 0.851
C22 1.350 -4.630 -0.420
C23 1.675 -3.625 -1.516
O12 1.631 -4.296 -2.746
C24 2.851 -4.803 -3.316
C25 3.613 -5.986 -2.572
O13 4.406 -5.405 -1.483
C26 5.736 -5.440 -1.756
H39 3.083 -2.897 1.001
H40 3.159 -4.626 1.460
H41 2.338 -3.402 2.497
H42 0.307 -4.902 -0.582
H43 1.953 -5.537 -0.463
H44 2.677 -3.231 -1.348
H45 0.888 -2.892 -1.698
H46 3.452 -3.976 -3.694
H47 2.416 -5.180 -4.241
H48 4.072 -6.689 -3.267
H49 2.815 -6.615 -2.178
H50 6.254 -6.351 -1.454
H51 6.174 -4.598 -1.222
H52 6.085 -5.197 -2.760
C27 -8.023 2.100 7.901
O14 -6.812 1.449 7.689
C28 -6.695 0.029 8.102
C29 -5.390 -0.614 7.518
O15 -5.483 -0.737 6.137
C30 -4.951 0.394 5.347
C31 -4.949 -0.239 3.969
O16 -4.276 0.647 3.100
C32 -4.047 0.101 1.887
H53 -7.906 3.111 8.293
H54 -8.617 1.605 8.670
H55 -8.610 2.148 6.984
H56 -7.609 -0.417 7.709
H57 -6.520 -0.294 9.129
H58 -5.238 -1.479 8.163
H59 -4.516 -0.014 7.771
H60 -4.000 0.847 5.628
H61 -5.688 1.191 5.448
H62 -5.928 -0.534 3.591
H63 -4.308 -1.120 3.954
H64 -3.270 -0.663 1.914
H65 -3.833 0.960 1.250
H66 -4.967 -0.309 1.469
C33 -0.934 -0.005 -0.872
C34 0.525 -0.163 -0.977
N1 1.682 -0.311 -1.087
H67 -1.338 0.679 -0.126
H68 -1.229 -0.990 -0.511
H69 -1.291 0.216 -1.878

**Frontier orbital gap**: 9.562 eV
**Energy above the lowest of the compared OMol25 structures with the same formula, charge and spin**: 307.0 kJ/mol
**SMILES**: CCOC(=O)C(F)(F)F.CCOC(=O)C(F)(F)F.COCCOCCOC.COCCOCCOC.COCCOCCOC.COCCOCCOC.CC#N
**Total energy**: -3194.27502 a.u.
**Strongest force on any atom**: 6.52 eV/A
**LUMO energy**: 0.57 eV

(2)
Density functional theory data (ωB97M-V/def2-TZVPD) for an isolated molecule of C16H18BNO4 at a distorted geometry.

Geometry (Å):
O1 0.553 -2.450 0.093
C1 1.312 -1.685 -0.457
C2 2.215 -2.238 -1.531
O2 2.288 -1.328 -2.632
C3 1.089 -1.051 -3.323
C4 -0.146 -1.711 -3.183
C5 -1.193 -1.352 -4.010
C6 -1.044 -0.357 -4.975
C7 0.167 0.301 -5.074
C8 1.203 -0.052 -4.269
N1 1.355 -0.340 -0.179
C9 0.352 0.281 0.690
C10 0.102 -0.552 1.956
C11 -0.770 0.216 2.940
C12 -0.271 0.607 4.184
C13 -1.050 1.409 5.008
C14 -2.294 1.820 4.618
C15 -2.785 1.454 3.384
C16 -2.063 0.581 2.598
B1 0.871 1.774 0.992
O3 -0.037 2.821 0.809
O4 2.167 1.982 1.501
H1 1.800 -3.179 -1.901
H2 3.219 -2.421 -1.160
H3 -0.225 -2.563 -2.535
H4 -2.118 -1.903 -3.883
H5 -1.879 -0.172 -5.624
H6 0.283 1.008 -5.830
H7 2.157 0.465 -4.410
H8 1.843 0.311 -0.788
H9 -0.570 0.394 0.121
H10 -0.418 -1.463 1.711
H11 1.093 -0.787 2.429
H12 0.746 0.312 4.440
H13 -0.696 1.655 6.000
H14 -2.814 2.527 5.244
H15 -3.764 1.729 3.066
H16 -2.481 0.218 1.689
H17 -0.928 2.560 0.549
H18 2.732 1.180 1.740

**Frontier orbital gap**: 9.285 eV
**Energy above the lowest of the compared OMol25 structures with the same formula, charge and spin**: 0.0 kJ/mol
**SMILES**: O=C(COc1ccccc1)N[C@@H](Cc1ccccc1)B(O)O
**Total energy**: -1001.16435 a.u.
**Strongest force on any atom**: 2.36 eV/A
**LUMO energy**: 0.43 eV

(3)
Density functional theory data (ωB97M-V/def2-TZVPD) for an isolated molecule of C18H23FN4O3.

Geometry (Å):
C1 0.750 -4.532 3.612
C2 1.268 -4.098 2.246
C3 0.430 -2.962 1.666
C4 0.952 -2.526 0.297
N1 0.121 -1.488 -0.296
C5 -0.910 -1.854 -1.106
O1 -1.078 -2.989 -1.496
C6 -1.810 -0.725 -1.517
C7 -3.154 -0.773 -1.168
C8 -4.012 0.250 -1.530
C9 -3.545 1.329 -2.263
C10 -2.215 1.384 -2.644
C11 -1.373 0.357 -2.266
F1 -0.069 0.425 -2.651
C12 0.172 -0.187 0.274
C13 1.190 0.668 -0.080
N2 2.191 0.241 -0.899
N3 1.255 1.934 0.442
C14 2.254 2.893 -0.005
C15 1.915 3.489 -1.377
C16 0.578 4.221 -1.360
C17 0.330 2.391 1.375
O2 0.403 3.490 1.874
N4 -0.662 1.508 1.689
C18 -0.858 0.217 1.190
O3 -1.824 -0.431 1.537
H1 0.780 -3.702 4.313
H2 -0.279 -4.876 3.534
H3 1.355 -5.343 4.011
H4 1.244 -4.948 1.561
H5 2.307 -3.772 2.337
H6 -0.607 -3.284 1.558
H7 0.442 -2.110 2.348
H8 0.936 -3.373 -0.392
H9 1.975 -2.147 0.387
H10 -3.507 -1.613 -0.593
H11 -5.050 0.205 -1.239
H12 -4.214 2.128 -2.545
H13 -1.827 2.204 -3.228
H14 2.724 0.928 -1.404
H15 1.959 -0.585 -1.432
H16 3.239 2.421 -0.003
H17 2.250 3.693 0.739
H18 1.880 2.711 -2.144
H19 2.712 4.185 -1.642
H20 0.408 4.715 -2.314
H21 -0.240 3.525 -1.187
H22 0.561 4.967 -0.571
H23 -1.347 1.837 2.359

**Frontier orbital gap**: 9.108 eV
**Energy above the lowest of the compared OMol25 structures with the same formula, charge and spin**: 7.0 kJ/mol
**SMILES**: CCCCN(C(=O)c1ccccc1F)c1c(N)n(CCC)c(=O)[nH]c1=O
**Total energy**: -1244.41313 a.u.
**Strongest force on any atom**: 0.70 eV/A
**LUMO energy**: 0.58 eV

(4)
Density functional theory data (ωB97M-V/def2-TZVPD) for a structure of composition C15H26ClINOP2Y at a distorted geometry.

Geometry (Å):
C1 3.136 3.675 -2.951
C2 2.343 2.499 -2.350
H1 3.624 3.363 -3.910
H2 3.874 4.049 -2.211
H3 2.469 4.550 -3.091
O1 2.005 1.362 -2.474
I1 0.137 3.741 2.036
Y1 0.349 1.481 0.301
P1 -1.770 1.848 -1.573
C3 -2.183 0.254 -2.393
C4 -3.224 2.113 -0.485
H4 -3.933 2.779 -0.997
H5 -3.147 3.313 -2.902
H6 -2.882 2.558 0.459
H7 -1.470 3.950 -2.702
H8 -2.091 -0.577 -1.681
H9 -3.690 1.151 -0.256
C5 -2.079 3.054 -2.905
H10 -3.198 0.290 -2.828
H11 -1.778 2.621 -3.872
H12 -1.439 0.097 -3.188
P2 2.746 0.242 1.233
C6 2.815 -1.514 0.688
C7 4.501 0.732 1.198
H13 1.725 0.892 3.330
H14 3.368 0.175 3.576
H15 1.933 -0.867 3.237
C8 2.417 0.092 3.032
H16 4.546 1.825 1.062
H17 4.971 0.449 2.151
H18 3.514 -2.098 1.316
H19 3.162 -1.514 -0.357
H20 5.002 0.242 0.347
H21 1.810 -1.956 0.706
Cl1 -1.217 0.517 2.187
N1 -0.123 -0.796 -0.299
C9 -0.685 -1.764 0.063
C10 -1.437 -2.819 0.641
C11 -0.819 -3.667 1.592
C12 -1.552 -4.718 2.184
C13 -2.950 -4.783 1.993
C14 -3.594 -3.833 1.164
C15 -2.852 -2.796 0.588
H22 0.192 -3.372 1.918
H23 -1.037 -5.491 2.771
H24 -3.541 -5.577 2.483
H25 -4.669 -3.916 0.961
H26 -3.276 -1.860 0.206

**Total charge**: +2
**Frontier orbital gap (spin up / spin down)**: 7.707 / 3.726 eV
**Total energy**: -2195.55949 a.u.
**Strongest force on any atom**: 2.61 eV/A
**LUMO energy (spin up / spin down)**: -6.96 / -10.15 eV

Question: Which value of total energy does entry 1 give?
Answer: -3194.27502 a.u.

Please write out number 4 again, unchanged.
Density functional theory data (ωB97M-V/def2-TZVPD) for a structure of composition C15H26ClINOP2Y at a distorted geometry.

Geometry (Å):
C1 3.136 3.675 -2.951
C2 2.343 2.499 -2.350
H1 3.624 3.363 -3.910
H2 3.874 4.049 -2.211
H3 2.469 4.550 -3.091
O1 2.005 1.362 -2.474
I1 0.137 3.741 2.036
Y1 0.349 1.481 0.301
P1 -1.770 1.848 -1.573
C3 -2.183 0.254 -2.393
C4 -3.224 2.113 -0.485
H4 -3.933 2.779 -0.997
H5 -3.147 3.313 -2.902
H6 -2.882 2.558 0.459
H7 -1.470 3.950 -2.702
H8 -2.091 -0.577 -1.681
H9 -3.690 1.151 -0.256
C5 -2.079 3.054 -2.905
H10 -3.198 0.290 -2.828
H11 -1.778 2.621 -3.872
H12 -1.439 0.097 -3.188
P2 2.746 0.242 1.233
C6 2.815 -1.514 0.688
C7 4.501 0.732 1.198
H13 1.725 0.892 3.330
H14 3.368 0.175 3.576
H15 1.933 -0.867 3.237
C8 2.417 0.092 3.032
H16 4.546 1.825 1.062
H17 4.971 0.449 2.151
H18 3.514 -2.098 1.316
H19 3.162 -1.514 -0.357
H20 5.002 0.242 0.347
H21 1.810 -1.956 0.706
Cl1 -1.217 0.517 2.187
N1 -0.123 -0.796 -0.299
C9 -0.685 -1.764 0.063
C10 -1.437 -2.819 0.641
C11 -0.819 -3.667 1.592
C12 -1.552 -4.718 2.184
C13 -2.950 -4.783 1.993
C14 -3.594 -3.833 1.164
C15 -2.852 -2.796 0.588
H22 0.192 -3.372 1.918
H23 -1.037 -5.491 2.771
H24 -3.541 -5.577 2.483
H25 -4.669 -3.916 0.961
H26 -3.276 -1.860 0.206

**Total charge**: +2
**Frontier orbital gap (spin up / spin down)**: 7.707 / 3.726 eV
**Total energy**: -2195.55949 a.u.
**Strongest force on any atom**: 2.61 eV/A
**LUMO energy (spin up / spin down)**: -6.96 / -10.15 eV

What did the third record say?
Density functional theory data (ωB97M-V/def2-TZVPD) for an isolated molecule of C18H23FN4O3.

Geometry (Å):
C1 0.750 -4.532 3.612
C2 1.268 -4.098 2.246
C3 0.430 -2.962 1.666
C4 0.952 -2.526 0.297
N1 0.121 -1.488 -0.296
C5 -0.910 -1.854 -1.106
O1 -1.078 -2.989 -1.496
C6 -1.810 -0.725 -1.517
C7 -3.154 -0.773 -1.168
C8 -4.012 0.250 -1.530
C9 -3.545 1.329 -2.263
C10 -2.215 1.384 -2.644
C11 -1.373 0.357 -2.266
F1 -0.069 0.425 -2.651
C12 0.172 -0.187 0.274
C13 1.190 0.668 -0.080
N2 2.191 0.241 -0.899
N3 1.255 1.934 0.442
C14 2.254 2.893 -0.005
C15 1.915 3.489 -1.377
C16 0.578 4.221 -1.360
C17 0.330 2.391 1.375
O2 0.403 3.490 1.874
N4 -0.662 1.508 1.689
C18 -0.858 0.217 1.190
O3 -1.824 -0.431 1.537
H1 0.780 -3.702 4.313
H2 -0.279 -4.876 3.534
H3 1.355 -5.343 4.011
H4 1.244 -4.948 1.561
H5 2.307 -3.772 2.337
H6 -0.607 -3.284 1.558
H7 0.442 -2.110 2.348
H8 0.936 -3.373 -0.392
H9 1.975 -2.147 0.387
H10 -3.507 -1.613 -0.593
H11 -5.050 0.205 -1.239
H12 -4.214 2.128 -2.545
H13 -1.827 2.204 -3.228
H14 2.724 0.928 -1.404
H15 1.959 -0.585 -1.432
H16 3.239 2.421 -0.003
H17 2.250 3.693 0.739
H18 1.880 2.711 -2.144
H19 2.712 4.185 -1.642
H20 0.408 4.715 -2.314
H21 -0.240 3.525 -1.187
H22 0.561 4.967 -0.571
H23 -1.347 1.837 2.359

**Frontier orbital gap**: 9.108 eV
**Energy above the lowest of the compared OMol25 structures with the same formula, charge and spin**: 7.0 kJ/mol
**SMILES**: CCCCN(C(=O)c1ccccc1F)c1c(N)n(CCC)c(=O)[nH]c1=O
**Total energy**: -1244.41313 a.u.
**Strongest force on any atom**: 0.70 eV/A
**LUMO energy**: 0.58 eV

Question: Look up the total energy of the third one.
Answer: -1244.41313 a.u.